[1]
Molecular formula: C6H8O4
Method: DFT, ωB97M-V with the def2-TZVPD basis set

Calculated values
* multiplicity: 1
* energy relative to the best compared isomer or geometry (same formula, charge and spin): 71.5 kcal per mole
* gap between HOMO and LUMO: 10.400 eV
* electronic energy: -534.2941 Ha
* E_LUMO: 0.023 Ha

```
18
Properties=species:S:1:pos:R:3:mulliken_charge:R:1
C 1.3334 -1.4601 -1.4526 -1.3890
C 0.5139 -0.6414 -0.5181 0.7823
O 0.4711 0.7753 -0.7358 -0.5591
C 0.4161 1.0151 0.6810 0.1355
C 0.4942 -0.4746 0.9964 -0.3368
C -0.6763 -1.0823 0.2808 -0.2626
O -1.8665 -0.3669 0.3582 -0.6405
C -0.8863 1.6930 1.0801 0.3912
O -1.1919 1.9647 2.2137 -0.5436
H 1.2938 -2.5144 -1.1511 0.3422
H 0.9393 -1.3771 -2.4754 0.3374
H 2.3803 -1.1291 -1.4448 0.2982
H 1.2749 1.6020 1.0313 0.4199
H 1.0659 -0.9370 1.7973 0.4179
H -0.7659 -2.1654 0.4012 0.3387
O -1.7021 2.2999 -0.0231 -0.6041
H -1.9391 0.5602 -0.2160 0.4795
H -1.1550 2.2379 -0.8230 0.3928
```

---

[2]
Molecular formula: C6H8O4
Method: DFT, ωB97M-V with the def2-TZVPD basis set

Calculated values
* multiplicity: 1
* energy relative to the best compared isomer or geometry (same formula, charge and spin): 116.0 kcal per mole
* gap between HOMO and LUMO: 10.221 eV
* electronic energy: -534.2232 Ha
* E_LUMO: 0.022 Ha

```
18
Properties=species:S:1:pos:R:3:mulliken_charge:R:1
C -2.8671 -0.8718 1.0368 -1.3748
C -1.4327 -0.5797 1.3013 0.7397
O -0.4568 -1.4891 0.7803 -0.5453
C 0.4369 -1.1857 1.8729 0.2725
C -0.6203 -0.3205 2.5583 -0.5785
C -0.7992 0.7659 1.5383 -0.1917
O 0.4007 1.1349 0.9180 -0.7189
C 1.5733 -0.3196 1.3403 0.5558
O 2.5994 -0.0598 1.9117 -0.5514
H -3.4934 -0.1099 1.5178 0.3392
H -3.0646 -0.8498 -0.0441 0.3360
H -3.1413 -1.8593 1.4307 0.3010
H 0.7852 -2.0784 2.4024 0.4307
H -0.8699 -0.2771 3.6157 0.4366
H -1.4692 1.5871 1.7973 0.3314
O 1.8957 -0.2682 -0.4785 -0.7109
H 0.8692 0.6544 -0.2700 0.5616
H 1.3333 -0.9913 -0.7911 0.3669
```

---

[3]
Molecular formula: C6H8O4Sr
Method: DFT, ωB97M-V with the def2-TZVPD basis set

Calculated values
* multiplicity: 1
* energy relative to the best compared isomer or geometry (same formula, charge and spin): 0.0 kcal per mole
* gap between HOMO and LUMO: 7.414 eV
* electronic energy: -565.0160 Ha
* E_LUMO: -0.001 Ha

```
19
Properties=species:S:1:pos:R:3:mulliken_charge:R:1
O -1.4098 1.7727 2.0845 -0.4560
C -1.3616 1.7594 3.2669 0.7651
C -1.4452 1.9672 4.5504 -0.8624
H 1.8456 -1.5937 -0.9528 0.2387
H -2.4159 1.8623 5.0370 0.2583
H -0.6088 2.4422 5.0648 0.2569
O -1.8750 -0.9145 -0.3195 -1.0411
C -1.6262 -1.8326 -1.2304 0.0950
C -0.5390 -1.8123 -2.0324 -0.4445
O 0.2422 -0.6591 -1.9507 -0.5401
C 1.6502 -0.7932 -1.7508 -0.3593
C 2.1216 0.5843 -1.2930 -0.2887
O 1.3749 1.0699 -0.2301 -1.0775
Sr -0.5659 0.5750 -0.0598 1.9117
H -2.3819 -2.6135 -1.3964 0.3226
H -0.3689 -2.4570 -2.8939 0.3476
H 2.1405 -1.1232 -2.6786 0.3457
H 2.0231 1.2736 -2.1593 0.2163
H 3.2000 0.4923 -1.0559 0.3116
```

---

[4]
Molecular formula: C6H8OS
Method: DFT, ωB97M-V with the def2-TZVPD basis set

Calculated values
* multiplicity: 1
* energy relative to the best compared isomer or geometry (same formula, charge and spin): 52.6 kcal per mole
* gap between HOMO and LUMO: 9.078 eV
* electronic energy: -706.7623 Ha
* E_LUMO: 0.033 Ha

```
16
Properties=species:S:1:pos:R:3:mulliken_charge:R:1
C -1.4459 -1.3963 -0.8791 -0.6358
C -1.2203 -1.8437 0.4754 -0.1920
C -1.1366 -0.0182 -1.0391 -0.3450
C -0.5174 0.3664 0.2012 0.7950
C 2.0521 0.6341 0.2801 -1.2080
C 0.6546 1.2146 0.5166 -0.6701
O -0.6076 -0.8735 1.2052 -0.4264
S -2.1268 1.1192 0.0023 -0.1845
H -1.9338 -2.0240 -1.5981 0.3704
H -1.5030 -2.8047 0.8745 0.4064
H -0.6663 0.3454 -2.0061 0.3809
H 2.4357 -0.2213 0.8235 0.3032
H 2.6669 1.4558 0.3147 0.4198
H 2.0234 0.4406 -0.7818 0.3280
H 0.6346 2.1807 0.0277 0.3517
H 0.6903 1.4250 1.5830 0.3065
```

---

[5]
Molecular formula: C6H8OS
Method: DFT, ωB97M-V with the def2-TZVPD basis set

Calculated values
* multiplicity: 1
* energy relative to the best compared isomer or geometry (same formula, charge and spin): 31.6 kcal per mole
* gap between HOMO and LUMO: 10.162 eV
* electronic energy: -706.7958 Ha
* E_LUMO: 0.027 Ha

```
16
Properties=species:S:1:pos:R:3:mulliken_charge:R:1
C 1.4353 0.7493 -0.0140 0.4285
C -1.1015 1.1672 0.7863 -0.6767
C -0.9713 1.4698 -0.6234 -0.6475
C -0.3214 -1.1700 -0.3392 -0.8715
C 1.0073 -1.8645 0.1579 -0.7074
C -0.1577 0.3523 -0.0816 0.5975
O 1.7773 1.8989 0.1282 -0.5672
S 2.4064 -0.6768 -0.0950 -0.1368
H -0.6225 1.7150 1.5720 0.2709
H -2.0065 0.5763 0.9969 0.2594
H -1.8135 1.1614 -1.2691 0.2246
H -0.3354 2.2842 -0.9687 0.2801
H -0.2665 -1.3407 -1.4146 0.2844
H -1.0469 -1.7288 0.1490 0.4619
H 0.6997 -1.8373 1.1861 0.3018
H 1.3173 -2.7562 -0.1707 0.4981
```

---

[6]
Molecular formula: C6H8OS
Method: DFT, ωB97M-V with the def2-TZVPD basis set

Calculated values
* multiplicity: 1
* energy relative to the best compared isomer or geometry (same formula, charge and spin): 55.5 kcal per mole
* gap between HOMO and LUMO: 7.654 eV
* electronic energy: -706.7577 Ha
* E_LUMO: -0.030 Ha

```
16
Properties=species:S:1:pos:R:3:mulliken_charge:R:1
C 2.4598 -1.1112 0.0887 -0.9429
C 1.0065 -1.5663 -0.1343 -0.2673
C -0.0738 -0.7595 -0.0870 0.1787
C -2.3176 -0.4654 0.2626 -0.3218
C -1.7301 0.9266 -0.1520 -0.5467
C -0.1970 0.6725 0.0365 0.4147
H 2.7524 -0.7941 1.1675 0.2669
H 2.5398 0.0353 -0.3572 0.1777
H 3.2894 -1.8666 -0.2474 0.2823
H 0.9500 -2.6034 -0.1956 0.4229
H -2.4976 -0.6319 1.3793 0.2593
H -3.3123 -0.4996 -0.2856 0.2401
H -2.1456 1.7890 0.4802 0.3179
H -1.9447 1.3580 -1.1321 0.2819
O -1.3545 -1.3713 -0.1325 -0.4116
S 1.0199 1.7502 0.0102 -0.3520
```

---

[7]
Molecular formula: C6H8P
Method: DFT, ωB97M-V with the def2-TZVPD basis set

Calculated values
* multiplicity: 1
* energy relative to the best compared isomer or geometry (same formula, charge and spin): 90.8 kcal per mole
* net charge: +1
* gap between HOMO and LUMO: 7.927 eV
* electronic energy: -574.3481 Ha
* E_LUMO: -0.220 Ha

```
15
Properties=species:S:1:pos:R:3:mulliken_charge:R:1
C -1.7346 0.0563 -0.6207 -0.1297
C -0.7908 -0.7203 0.1758 -0.0886
C 2.9742 -0.2420 -0.1415 -0.3810
C 2.1821 -0.1925 -1.1410 -0.3054
C -2.2441 1.2046 -0.2110 -0.6162
C 0.0337 -0.3102 1.2574 -0.6945
P 1.3573 0.8018 0.1559 0.1820
H -2.0513 -0.4128 -1.5339 0.3661
H -0.3541 -1.6608 -0.0161 0.4256
H 3.7775 -0.5309 0.3958 0.4803
H 1.9310 -0.4221 -2.1014 0.4726
H -2.9948 1.7196 -0.8020 0.2797
H -2.2033 1.5765 0.7827 0.2600
H -0.4279 0.3049 2.0565 0.3958
H 0.5449 -1.1722 1.7435 0.3534
```

---

[8]
Molecular formula: C6H8S
Method: DFT, ωB97M-V with the def2-TZVPD basis set

Calculated values
* multiplicity: 1
* energy relative to the best compared isomer or geometry (same formula, charge and spin): 74.5 kcal per mole
* gap between HOMO and LUMO: 9.223 eV
* electronic energy: -631.4724 Ha
* E_LUMO: 0.032 Ha

```
15
Properties=species:S:1:pos:R:3:mulliken_charge:R:1
C 0.1092 -0.0038 -2.1348 0.2062
C 1.0533 -0.4190 -2.9248 -0.7444
C -1.0065 -1.5687 1.2872 -0.4476
C -0.1196 1.3957 -0.2844 -0.6122
C -0.7486 0.5284 -1.3336 -0.3272
C -1.2650 -0.3978 1.8331 -0.1645
S -0.8304 1.2575 1.4578 -0.1006
H 1.6210 -1.2721 -2.7316 0.3089
H 1.0043 0.1090 -3.8542 0.2541
H -1.7067 -2.3910 1.5780 0.2106
H -0.3497 -1.7707 0.4079 0.2366
H 0.9682 1.2044 -0.2729 0.3564
H -0.0930 2.4914 -0.1383 0.3276
H -1.8394 0.2677 -1.2247 0.3392
H -1.8519 -0.3874 2.8644 0.1571
```

---

Which formula does entry 7 have? C6H8P